No. 1
{
  "formula": "C24H58BIN4O10PSi",
  "method": "ωB97M-V/def2-TZVPD",
  "symbols": ["C", "C", "N", "C", "C", "C", "O", "I", "O", "P", "C", "C", "O", "O", "Si", "C", "C", "C", "O", "C", "N", "B", "C", "O", "H", "H", "H", "H", "H", "H", "H", "H", "H", "H", "H", "H", "H", "H", "H", "H", "H", "H", "H", "H", "H", "H", "H", "H", "H", "H", "H", "H", "C", "O", "C", "C", "N", "C", "C", "O", "C", "H", "H", "H", "H", "H", "H", "H", "H", "H", "H", "H", "H", "H", "H", "H", "C", "O", "C", "C", "N", "C", "C", "O", "C", "H", "H", "H", "H", "H", "H", "H", "H", "H", "H", "H", "H", "H", "H", "H"],
  "coordinates": [[8.03787, -3.77779, 0.89054], [7.24879, -2.93621, -0.25087], [5.82120, -2.75850, 0.11637], [5.03352, -1.98115, -0.87985], [5.66134, -1.60551, -2.29691], [5.65647, -2.78230, -3.37760], [5.81823, -2.43689, -4.58046], [5.41562, -4.89993, -2.97419], [3.78592, -2.71802, -0.92615], [2.33365, -1.71613, -0.92299], [0.80440, -0.64039, -1.33721], [0.44435, 0.34935, -0.11784], [0.28918, -0.01324, 1.06622], [0.33682, 1.76667, -0.40695], [1.27567, -3.68394, -0.79073], [2.13001, -4.84156, 0.52428], [-0.55259, -3.49360, -0.17035], [1.38038, -4.68722, -2.46176], [3.27272, -0.25394, -0.59227], [4.60006, -0.61198, -0.06808], [4.49577, -0.82636, 1.42407], [5.68204, 0.64451, -0.11423], [5.91120, 1.60405, -1.40321], [6.47028, 0.95086, 1.08640], [9.14470, -3.90475, 0.60061], [7.57970, -4.82907, 0.88773], [7.90731, -3.32484, 1.93324], [7.43370, -3.47910, -1.23909], [7.69054, -1.87318, -0.35973], [5.37321, -3.64582, 0.37269], [6.71039, -1.14626, -2.24960], [4.99114, -0.77447, -2.73544], [2.13700, -1.71695, 0.51483], [2.53457, -1.71457, -2.35721], [-0.09757, -1.21313, -1.72998], [1.13193, 0.06090, -2.19559], [1.24559, 2.11097, -0.57424], [2.32577, -5.86695, 0.03672], [1.39055, -5.00130, 1.40015], [3.06119, -4.37697, 0.98700], [-1.24320, -3.04158, -0.96510], [-0.50824, -2.83911, 0.76964], [-0.98931, -4.50917, 0.15899], [0.35890, -5.09706, -2.78926], [2.06985, -5.60576, -2.34341], [1.87302, -4.02396, -3.25310], [4.08803, -0.00198, 1.87824], [3.97293, -1.68439, 1.63390], [5.78237, 2.72117, -1.13749], [5.19480, 1.40286, -2.27066], [7.02046, 1.50013, -1.71593], [5.88432, 1.57631, 1.58215], [-4.86069, 3.63799, -1.49929], [-4.03008, 3.39559, -0.37580], [-2.65756, 3.17970, -0.72352], [-1.79318, 4.34648, -0.24885], [-2.05452, 5.55565, -1.03354], [-1.45003, 6.76425, -0.46702], [-1.94932, 7.22643, 0.90909], [-3.29932, 7.67993, 0.91477], [-4.26810, 6.65409, 1.06554], [-5.89858, 3.62896, -1.16027], [-4.65287, 4.62091, -1.93304], [-4.73551, 2.86098, -2.25847], [-2.52687, 2.99098, -1.79416], [-2.34056, 2.27847, -0.19101], [-0.73888, 4.07458, -0.34627], [-2.01058, 4.50867, 0.81249], [-3.05518, 5.70096, -1.09242], [-1.64612, 7.57139, -1.18296], [-0.36324, 6.63372, -0.43303], [-1.34623, 8.09512, 1.19381], [-1.78359, 6.47954, 1.69262], [-3.90612, 5.82313, 1.67639], [-4.59125, 6.29381, 0.08597], [-5.14395, 7.08527, 1.55526], [-7.22807, -1.70453, -0.24780], [-6.07362, -0.89237, -0.38369], [-6.19071, 0.37047, 0.27567], [-5.25621, 0.43828, 1.48296], [-5.71574, -0.43957, 2.56159], [-4.73215, -0.61069, 3.63554], [-3.40696, -1.29707, 3.27722], [-3.53778, -2.67284, 2.93386], [-3.86789, -2.91735, 1.57574], [-7.11420, -2.56606, -0.90816], [-7.32721, -2.07253, 0.77774], [-8.13104, -1.16000, -0.53806], [-7.22578, 0.59610, 0.55484], [-5.87301, 1.12837, -0.44750], [-5.21696, 1.46876, 1.84925], [-4.25465, 0.15582, 1.14200], [-5.92617, -1.35272, 2.17724], [-5.22269, -1.21234, 4.41010], [-4.52454, 0.36681, 4.08377], [-2.78230, -1.27765, 4.17627], [-2.84283, -0.75425, 2.51159], [-3.45445, -2.16285, 0.90184], [-4.95317, -2.98200, 1.45826], [-3.45605, -3.88921, 1.29708]],
  "forces_ev_per_angstrom": [[-0.516, -0.045, -0.785], [0.905, 0.164, 0.951], [2.003, -0.376, -1.672], [-1.621, -0.156, 2.724], [-0.888, -0.380, 0.206], [0.751, 3.064, -4.138], [-0.642, -1.798, 4.809], [0.059, 0.709, 0.097], [2.079, 1.421, -0.114], [-0.724, -0.306, -0.375], [-0.714, 3.009, 0.407], [-0.173, -1.519, 2.047], [0.144, 1.308, -4.033], [1.002, -1.225, 0.184], [-0.247, -1.564, -0.357], [-0.547, -0.369, 0.903], [-0.527, -0.304, 0.377], [0.140, -0.810, -0.360], [1.968, -0.159, -0.880], [-0.471, 0.860, 1.029], [0.239, -0.871, -1.069], [0.293, 0.419, 0.165], [0.179, 0.571, -0.230], [-2.003, 0.623, -1.627], [-1.653, 0.354, 0.560], [0.625, 1.395, 0.141], [0.269, -0.539, -1.585], [-0.277, 0.616, 1.056], [-0.414, -1.656, 0.295], [0.071, 0.574, -0.686], [-1.397, -0.959, 0.007], [0.899, -1.544, 0.563], [-0.051, -0.052, 0.021], [0.089, 0.295, -0.173], [1.057, 0.652, 0.884], [-0.509, -1.110, 1.297], [-0.790, -0.593, -0.026], [-0.026, 1.552, 0.888], [1.113, 0.096, -1.284], [-1.033, -0.755, -0.792], [0.862, -0.527, 1.237], [-0.254, -0.665, -1.348], [0.618, 1.442, -0.563], [1.429, 0.730, 0.165], [-1.002, 1.391, -0.126], [-0.916, -0.914, 0.843], [-0.150, -0.702, -0.472], [0.030, 0.794, -0.084], [0.251, -1.659, -0.200], [1.173, 0.145, 1.113], [-1.694, 0.149, 0.243], [0.929, -0.766, -0.225], [0.038, 0.028, 0.387], [-0.167, 0.027, -0.501], [0.409, -0.042, 0.623], [-0.344, -0.026, -0.378], [0.149, 0.016, 0.244], [-0.410, -0.029, -0.221], [0.262, 0.361, -0.168], [0.203, -0.310, 0.166], [-0.140, 0.318, -0.110], [0.076, -0.015, 0.055], [-0.019, -0.040, -0.222], [0.015, 0.050, -0.074], [-0.112, 0.163, 0.035], [0.059, 0.077, -0.067], [-0.097, -0.015, 0.013], [0.060, -0.197, 0.119], [0.076, -0.026, -0.014], [0.063, 0.019, 0.162], [-0.040, -0.066, 0.096], [-0.072, -0.002, -0.028], [-0.151, -0.127, -0.074], [0.052, -0.023, -0.115], [-0.030, -0.247, 0.087], [0.091, 0.058, 0.021], [0.379, -0.032, -0.086], [-0.544, 0.002, 0.124], [0.659, 0.202, 0.005], [-0.399, -0.338, -0.090], [0.142, 0.214, -0.040], [-0.219, -0.371, -0.100], [0.050, -0.018, 0.381], [0.009, 0.395, -0.128], [-0.020, -0.296, 0.191], [0.073, 0.093, 0.016], [-0.213, 0.013, 0.027], [-0.056, -0.008, 0.066], [0.023, -0.204, 0.077], [0.008, -0.007, 0.081], [0.028, -0.034, -0.020], [0.061, 0.191, -0.156], [0.047, 0.071, 0.007], [0.140, 0.047, -0.019], [0.063, 0.007, -0.106], [-0.034, -0.037, -0.047], [-0.088, -0.068, -0.126], [-0.055, 0.020, 0.048], [-0.039, 0.108, -0.214], [0.082, 0.086, 0.066]],
  "mulliken_charge": [-1.207, -0.038, 0.217, -0.204, -0.275, -0.234, -0.553, 0.009, 0.157, 0.786, -0.796, 0.340, -0.547, -0.373, 0.958, -1.043, -1.069, -1.103, -0.183, -0.775, -0.402, 0.747, -0.821, -0.601, 0.342, 0.276, 0.307, 0.040, 0.207, 0.346, 0.373, 0.195, -0.532, -0.441, 0.454, 0.339, 0.265, 0.225, 0.318, 0.209, 0.300, 0.188, 0.313, 0.285, 0.202, 0.251, 0.249, 0.244, 0.284, 0.241, 0.245, 0.272, -0.963, -0.236, -0.686, -0.046, -0.339, -0.660, -0.523, -0.447, -0.527, 0.260, 0.392, 0.368, 0.438, 0.176, 0.424, 0.034, 0.087, 0.363, 0.401, 0.360, 0.359, 0.278, 0.151, 0.339, -0.745, -0.347, -0.671, 0.093, -0.401, -0.757, -0.203, -0.451, -0.455, 0.239, 0.306, 0.343, 0.450, 0.163, 0.400, -0.052, 0.129, 0.350, 0.401, 0.367, 0.149, 0.155, 0.253, 0.290],
  "lumo_ev": 2.21,
  "charge": -1
}

***

No. 2
{
  "formula": "C5H10O2",
  "method": "ωB97M-V/def2-TZVPD",
  "symbols": ["C", "C", "C", "O", "C", "C", "O", "H", "H", "H", "H", "H", "H", "H", "H", "H", "H"],
  "coordinates": [[1.70443, 1.60192, 1.34634], [1.28845, 0.15305, 1.05987], [0.41283, 0.21535, -0.14210], [0.86243, -0.06989, -1.24251], [-1.32984, -1.83206, -0.39283], [-1.89992, -1.21458, -1.44462], [-1.31373, -0.48937, -2.39979], [2.38338, 1.63452, 2.19940], [2.21411, 2.04063, 0.48142], [0.83262, 2.22416, 1.57709], [2.15613, -0.46331, 0.80759], [0.77367, -0.27911, 1.92324], [-0.58048, 0.68705, -0.02875], [-0.36891, -0.26848, -2.10754], [-1.98094, -2.24563, 0.36357], [-0.29067, -2.13976, -0.37480], [-2.98133, -1.28569, -1.57823]],
  "forces_ev_per_angstrom": [[0.077, 0.150, 0.122], [0.079, -0.062, 0.096], [0.631, 0.378, -0.289], [0.106, 0.294, 0.478], [-0.237, -0.546, -0.379], [-0.232, -0.174, 0.287], [0.212, -0.131, -0.009], [-0.056, 0.053, -0.044], [-0.067, -0.107, 0.157], [0.137, -0.080, -0.006], [-0.114, 0.083, 0.100], [-0.046, 0.080, -0.124], [0.155, -0.163, -0.095], [-0.688, -0.321, -0.488], [-0.052, -0.256, -0.153], [-0.036, 0.419, 0.200], [0.132, 0.383, 0.147]],
  "mulliken_charge": [-1.173, -0.246, -0.065, -0.592, -0.840, -0.005, -0.552, 0.349, 0.319, 0.343, 0.295, 0.277, 0.387, 0.519, 0.276, 0.374, 0.333],
  "smiles": "CCC=O.C=CO",
  "lumo_ev": 0.65,
  "relative_energy_ev": 2.404
}

***

One value per record, in order, for strongest force on any atom: 5.2; 0.9 eV/Å.